[1]
# CH11NO5

5 unconnected molecules or ions with the total composition CH11NO5 at a distorted geometry (ωB97M-V/def2-TZVPD, the Open Molecules 2025 dataset).

Each line ends with the Mulliken charge.
CARTESIAN COORDINATES (ANGSTROEM)
C 0.861 0.337 -0.888  0.1158
N 0.917 -0.121 -2.160  -0.3743
O -0.057 1.003 -0.381  -0.6226
H 1.875 0.257 -0.372  0.2992
H 1.338 -1.081 -2.116  0.2689
H 0.148 0.009 -2.819  0.2399
H 3.363 -2.000 0.322  0.3154
H 3.723 -1.844 -1.236  0.3183
O 2.999 -1.777 -0.598  -0.6375
H -0.372 -0.928 4.499  0.3099
H -1.180 -0.556 3.218  0.3236
O -0.509 -1.214 3.601  -0.6454
H -2.383 1.953 -0.300  0.2737
H -1.894 2.374 -1.642  0.2988
O -2.616 2.477 -1.049  -0.5890
H -2.854 0.710 0.524  0.3040
H -1.233 0.388 0.572  0.4972
O -2.126 0.012 0.826  -0.6959

Properties
relative energy (zero: lowest compared OMol25 entry of this formula, charge and spin) = 1.6023 eV
maximum force = 3.79 eV/Å
net charge = 0
2S+1 = 1
Kohn-Sham gap = 10.74 eV
structure (SMILES) = NC=O.O.O.O.O



[2]
# C2H6N2S

2 unconnected molecules or ions with the total composition C2H6N2S at a distorted geometry (ωB97M-V/def2-TZVPD, the Open Molecules 2025 dataset).

Each line ends with the Mulliken charge.
CARTESIAN COORDINATES (ANGSTROEM)
C -1.352 -0.518 -0.085  -0.2786
C 1.312 0.848 -0.468  -0.2038
N -0.134 -0.444 0.370  0.0649
N 0.253 -0.932 1.534  -0.5441
S 1.134 2.421 0.263  -0.1556
H -2.013 -1.215 0.449  0.2226
H -1.475 -0.176 -1.086  0.2193
H 0.589 0.885 -1.401  0.0708
H 1.262 -1.006 1.590  0.2591
H -0.226 -1.673 2.113  0.2364
H 1.089 3.466 -0.599  0.1089

Properties
relative energy (zero: lowest compared OMol25 entry of this formula, charge and spin) = 5.7261 eV
maximum force = 3.20 eV/Å
net charge = 0
2S+1 = 1
Kohn-Sham gap = 8.22 eV



[3]
# C38H28GeN6ReS2

A molecular structure, C38H28GeN6ReS2 (ωB97M-V/def2-TZVPD, the Open Molecules 2025 dataset).

Each line ends with the Mulliken charge.
CARTESIAN COORDINATES (ANGSTROEM)
Re 0.280 0.031 -0.204  -0.9969
C -1.008 1.020 -5.426  -0.5376
C -0.436 2.079 -4.737  -0.9368
C -0.432 2.091 -3.351  0.1236
C -1.010 1.027 -2.671  -0.8189
C -1.591 -0.035 -3.344  -0.0646
C -1.586 -0.034 -4.730  -0.8509
N -0.952 1.042 -1.220  1.6598
C -1.640 2.135 -0.613  -0.0620
C -2.694 2.826 -1.185  -0.4352
C -3.308 3.817 -0.424  -0.7570
C -2.885 4.113 0.866  -0.7615
C -1.830 3.415 1.444  -0.3395
C -1.230 2.433 0.683  0.6335
N -0.183 1.574 1.091  1.3421
N 0.397 1.799 2.196  -1.4690
C 1.430 0.916 2.379  0.1499
C 2.239 0.997 3.514  -0.5982
C 3.292 0.124 3.629  -0.4360
C 3.516 -0.796 2.600  -0.6067
C 2.684 -0.828 1.511  -0.4143
N 1.624 0.011 1.394  0.7738
H -0.997 1.015 -6.507  0.4362
H 0.017 2.898 -5.280  0.4285
H 0.022 2.912 -2.811  0.5017
H -2.034 -0.852 -2.793  0.4439
H -2.034 -0.861 -5.264  0.4898
H -3.033 2.600 -2.186  0.5674
H -4.137 4.365 -0.851  0.4615
H -3.384 4.887 1.430  0.4466
H -1.496 3.609 2.452  0.5305
H 2.013 1.749 4.254  0.5668
H 3.943 0.156 4.490  0.4588
H 4.342 -1.491 2.646  0.4578
H 2.817 -1.529 0.700  0.4480
S 2.171 0.626 -1.379  -0.4835
C 2.320 -0.485 -2.671  1.0277
C 3.336 -0.232 -3.641  -0.1643
N 4.147 0.004 -4.419  -0.3885
C 1.522 -1.590 -2.722  0.1478
S 0.383 -1.858 -1.469  -0.0267
C 1.638 -2.562 -3.759  -0.2593
N 1.713 -3.353 -4.587  -0.4377
C 0.027 -2.083 2.940  -2.2323
Ge -1.108 -1.593 1.410  3.7997
C -2.712 -0.763 2.187  0.4132
C -3.551 0.144 1.545  0.5696
C -4.686 0.645 2.163  -1.1315
C -5.010 0.239 3.449  -0.7000
C -4.197 -0.674 4.101  -0.7793
C -3.062 -1.166 3.475  -0.7068
C -1.564 -3.285 0.529  0.3202
C -0.858 -4.406 0.882  -0.7381
C -1.077 -5.656 0.264  -1.1360
C -2.019 -5.775 -0.713  -0.9315
C -2.787 -4.652 -1.112  0.8051
C -3.771 -4.769 -2.122  -0.8526
C -4.523 -3.693 -2.498  -0.7752
C -4.313 -2.446 -1.876  -0.5959
C -3.359 -2.309 -0.906  -0.0707
C -2.565 -3.401 -0.488  -0.3690
H -0.474 -2.846 3.535  0.6956
H 0.200 -1.222 3.585  0.4087
H 0.985 -2.491 2.623  0.5078
H -3.355 0.448 0.526  0.2394
H -5.324 1.341 1.635  0.4861
H -5.898 0.621 3.933  0.3976
H -4.449 -1.009 5.098  0.4365
H -2.450 -1.881 4.012  0.3108
H -0.097 -4.355 1.651  0.3186
H -0.495 -6.513 0.573  0.4419
H -2.202 -6.727 -1.193  0.4133
H -3.923 -5.735 -2.586  0.4305
H -5.281 -3.796 -3.262  0.4220
H -4.919 -1.597 -2.165  0.4941
H -3.229 -1.344 -0.432  -0.1429

Properties
maximum force = 0.79 eV/Å
net charge = +1
2S+1 = 1
Kohn-Sham gap = 5.17 eV



[4]
# C26H26BrN3O4PdS2

A molecular structure, C26H26BrN3O4PdS2 (ωB97M-V/def2-TZVPD, the Open Molecules 2025 dataset).

Each line ends with the Mulliken charge.
CARTESIAN COORDINATES (ANGSTROEM)
Pd -0.321 1.388 -0.408  0.1026
C 4.591 1.121 -1.148  -1.7833
C 3.340 1.073 -0.321  1.0474
C 3.119 2.022 0.734  -0.6110
C 1.976 1.991 1.455  -0.5632
C 0.963 1.002 1.144  0.3670
Br 0.323 0.192 2.921  -0.3198
N 1.181 0.094 0.150  -0.0912
C 2.337 0.193 -0.576  -0.8442
H 5.497 1.138 -0.531  0.3544
H 4.619 2.012 -1.785  0.4339
H 4.657 0.249 -1.804  0.3052
H 3.873 2.776 0.942  0.2978
H 1.782 2.691 2.257  0.4331
H 2.421 -0.536 -1.380  0.3232
C -2.022 2.596 2.106  -0.8770
C -2.525 3.237 0.860  0.9931
C -3.674 4.074 0.915  -0.7811
C -4.143 4.637 -0.228  -0.7104
C -3.510 4.357 -1.461  1.2925
C -3.978 4.919 -2.674  -0.8899
C -3.344 4.584 -3.842  -0.4068
C -2.264 3.688 -3.841  -0.5447
C -1.773 3.101 -2.681  0.2723
S -0.481 1.955 -2.719  -0.5510
C -2.404 3.482 -1.447  -0.1581
N -1.916 2.978 -0.273  -0.1936
H -2.430 3.080 2.997  0.4131
H -0.937 2.619 2.132  -0.0937
H -2.298 1.538 2.104  0.1506
H -4.149 4.247 1.872  0.3643
H -5.012 5.287 -0.222  0.3299
H -4.837 5.580 -2.648  0.2842
H -3.682 4.989 -4.790  0.3176
H -1.803 3.410 -4.781  0.3788
C 4.557 -2.335 -0.271  -1.5348
C 3.350 -3.051 0.272  0.8219
C 2.682 -2.567 1.388  -0.2763
C 1.569 -3.224 1.892  -0.3165
C 1.121 -4.379 1.276  0.1055
C 1.775 -4.882 0.158  -0.7028
C 2.881 -4.217 -0.337  -0.7295
S -0.319 -5.190 1.912  1.2113
O -0.389 -4.856 3.305  -0.6930
O -0.244 -6.571 1.499  -0.7545
N -1.615 -4.577 1.173  -0.2102
C -1.987 -3.141 1.217  -0.5245
C -1.878 -2.498 -0.163  -0.0030
C -2.764 -1.229 -0.233  0.0636
O -3.769 -1.293 -0.969  -0.8098
O -2.356 -0.282 0.480  -0.4888
H 4.659 -1.351 0.185  0.2556
H 4.486 -2.197 -1.352  0.2915
H 5.470 -2.904 -0.071  0.5096
H 3.002 -1.645 1.857  0.2341
H 1.054 -2.821 2.755  0.5387
H 1.411 -5.787 -0.313  0.4050
H 3.386 -4.598 -1.218  0.3471
H -1.798 -5.019 0.284  0.3112
H -1.372 -2.627 1.956  0.1899
H -3.017 -3.083 1.572  0.3926
H -2.232 -3.215 -0.912  0.4087
H -0.839 -2.227 -0.374  -0.0846

Properties
relative energy (zero: lowest compared OMol25 entry of this formula, charge and spin) = 0.1513 eV
maximum force = 0.78 eV/Å
net charge = -2
2S+1 = 1
Kohn-Sham gap = 5.57 eV



[5]
# C2H4N4S

A single C2H4N4S molecule at a distorted geometry (ωB97M-V/def2-TZVPD, the Open Molecules 2025 dataset).

Each line ends with the Mulliken charge.
CARTESIAN COORDINATES (ANGSTROEM)
C 2.699 -0.586 0.196  -0.6735
C -0.781 0.109 0.058  0.2209
H 3.323 0.321 0.312  0.3274
H 3.036 -1.322 -0.565  0.2469
H 2.515 -1.163 1.211  0.2805
H 0.130 -1.803 -0.336  0.2833
N 1.384 -0.081 -0.275  0.5909
N 1.060 1.185 -0.076  -0.3486
N -0.195 1.331 0.068  -0.3080
N 0.287 -0.773 -0.122  -0.2407
S -2.391 -0.300 0.043  -0.3790

Properties
relative energy (zero: lowest compared OMol25 entry of this formula, charge and spin) = 2.7584 eV
maximum force = 4.67 eV/Å
net charge = 0
2S+1 = 1
Kohn-Sham gap = 8.07 eV
structure (SMILES) = Cn1nnc(=S)[nH]1



[6]
# C11H12ClN3O2S

A single C11H12ClN3O2S molecule (ωB97M-V/def2-TZVPD, the Open Molecules 2025 dataset).

Each line ends with the Mulliken charge.
CARTESIAN COORDINATES (ANGSTROEM)
N -4.464 0.668 0.686  -0.6362
H -4.133 0.077 1.441  0.2495
H -4.892 0.071 -0.014  0.2488
C -3.365 1.417 0.115  -0.5314
H -3.777 2.104 -0.632  0.3488
C -2.276 0.548 -0.545  -0.5236
N -1.167 1.310 -1.076  -0.2390
S -0.025 1.927 -0.015  1.3078
O 0.410 3.174 -0.569  -0.7673
O -0.506 1.901 1.336  -0.6195
C 1.287 0.727 -0.260  0.0660
C 2.206 1.043 -1.220  -0.5766
C 3.220 0.141 -1.568  -0.7332
C 3.279 -1.085 -0.957  0.6660
C 2.343 -1.452 0.043  0.1257
C 2.346 -2.701 0.697  -0.8585
C 1.395 -2.955 1.648  -0.4567
N 0.475 -2.059 2.030  -0.6375
C 0.454 -0.893 1.450  -0.7145
C 1.338 -0.511 0.410  0.7157
H -0.269 -0.180 1.820  0.7592
H 1.348 -3.906 2.160  0.3830
H 3.092 -3.437 0.443  0.4307
Cl 4.512 -2.197 -1.414  -0.2364
H 3.945 0.408 -2.321  0.4476
H 2.140 2.006 -1.699  0.5366
H -1.448 2.030 -1.725  0.3194
H -2.706 -0.040 -1.364  0.4101
H -1.859 -0.142 0.192  0.1552
H -2.902 2.007 0.909  0.3605

Properties
relative energy (zero: lowest compared OMol25 entry of this formula, charge and spin) = 0.1588 eV
maximum force = 0.92 eV/Å
net charge = 0
2S+1 = 1
Kohn-Sham gap = 8.46 eV
structure (SMILES) = NCCNS(=O)(=O)c1ccc(Cl)c2ccncc12



What is the maximum force in the first record?
3.79 eV/Å